Record 1
This record from the OMol25 dataset describes 2 unconnected molecules or ions with the total composition C6H16N2O. The level of theory is ωB97M-V/def2-TZVPD.

The SMILES is CCC(C)(N)N.CC=O. Its energy above the lowest of the compared OMol25 structures with the same formula, charge and spin is 23.9 kcal per mole. As for the electronic energy: -422.94857 hartree. The calculation puts the largest force on an atom at 0.56 eV/Å. As for the LUMO energy: 0.8466 eV.

Each line ends with the natural charge from an NBO analysis.
Atoms and positions in Å:
1 H -1.40 -0.10 -1.92  0.356
2 C -2.61 1.23 -0.02  -0.615
3 C 2.78 -0.15 -0.26  0.455
4 H -0.67 -2.29 1.06  0.208
5 H -1.02 0.04 1.75  0.196
6 H -0.57 -1.82 -0.63  0.204
7 N -0.87 0.70 -1.61  -0.843
8 H 0.53 2.19 -0.25  0.360
9 C -1.02 -1.57 0.33  -0.619
10 H -2.10 -1.66 0.24  0.204
11 H -2.92 2.02 -0.69  0.232
12 C -0.62 -0.16 0.75  -0.419
13 C -1.11 0.98 -0.21  0.263
14 H 0.12 0.54 -1.77  0.377
15 H 2.58 -2.27 -0.42  0.234
16 H -2.81 1.54 1.00  0.201
17 H 3.18 0.64 0.41  0.103
18 N -0.42 2.22 0.09  -0.836
19 H 4.12 -1.69 0.26  0.241
20 H -0.41 2.40 1.09  0.350
21 H 0.47 -0.10 0.81  0.182
22 H 2.67 -1.64 1.25  0.236
23 O 2.22 0.14 -1.28  -0.541
24 H -3.18 0.33 -0.23  0.197
25 C 3.04 -1.53 0.23  -0.727



Record 2
This record from the OMol25 dataset describes a molecular structure, C6H16N2O in a non-equilibrium geometry. The level of theory is ωB97M-V/def2-TZVPD.

Its energy above the lowest of the compared OMol25 structures with the same formula, charge and spin is 103.0 kcal per mole. As for the electronic energy: -422.82252 hartree. The calculation puts the largest force on an atom at 5.75 eV/Å. As for the LUMO energy: 0.8285 eV.

Each line ends with the natural charge from an NBO analysis.
Atoms and positions in Å:
1 H 2.44 0.54 -1.57  0.202
2 H -0.28 -1.65 1.35  0.226
3 H -1.76 0.14 1.99  0.191
4 H -0.76 -1.84 -1.16  0.232
5 O -2.28 0.94 -1.15  -0.651
6 N -1.64 0.18 -0.07  -0.271
7 C 0.16 0.82 -0.32  0.165
8 C 0.25 -1.48 -1.35  -0.624
9 H 0.11 1.20 -1.34  0.217
10 C 0.70 -1.22 1.13  -0.637
11 H -2.08 1.76 1.30  0.158
12 C 2.37 -0.01 -0.63  -0.625
13 H -3.30 0.48 1.17  0.204
14 H 0.26 -0.96 -2.31  0.210
15 H 0.11 2.70 0.43  0.389
16 N 0.50 1.79 0.60  -0.822
17 H 0.94 -2.32 -1.40  0.208
18 H 2.88 -0.96 -0.73  0.194
19 C 0.65 -0.55 -0.22  0.014
20 H 0.44 1.52 1.57  0.377
21 C -2.22 0.67 1.15  -0.450
22 H 1.45 -2.02 1.11  0.221
23 H -2.67 0.25 -1.70  0.462
24 H 0.97 -0.54 1.93  0.201
25 H 2.77 0.57 0.20  0.209



Record 3
This record from the OMol25 dataset describes 3 unconnected molecules or ions with the total composition C6H16N2O in a non-equilibrium geometry. The level of theory is ωB97M-V/def2-TZVPD.

The SMILES is C=C(C)ON.C=C.CN. Its energy above the lowest of the compared OMol25 structures with the same formula, charge and spin is 115.0 kcal per mole. As for the electronic energy: -422.80353 hartree. The calculation puts the largest force on an atom at 2.42 eV/Å. As for the LUMO energy: 0.8735 eV.

Each line ends with the natural charge from an NBO analysis.
Atoms and positions in Å:
1 H -0.15 2.22 0.69  0.197
2 H -0.06 -0.91 -2.96  0.217
3 H -0.58 -0.36 -1.37  0.242
4 C -2.27 -0.80 1.39  -0.287
5 N -0.12 0.24 1.33  -0.820
6 H -2.43 -1.34 3.44  0.188
7 H 1.84 -2.34 -1.56  0.348
8 H -2.74 0.16 1.51  0.188
9 H -2.01 -2.71 2.30  0.191
10 C -0.10 -0.04 -2.29  -0.679
11 H -2.21 -1.18 0.39  0.186
12 H 2.16 -1.76 -0.05  0.357
13 H -0.61 1.95 2.39  0.187
14 H 2.66 2.04 -1.94  0.210
15 C 1.66 1.73 -2.18  -0.510
16 C 1.28 0.47 -2.02  0.319
17 C -2.11 -1.64 2.45  -0.527
18 H 0.50 -0.08 0.59  0.364
19 H 1.03 2.43 -2.69  0.205
20 H 1.10 1.90 1.90  0.170
21 C 0.07 1.65 1.59  -0.412
22 H 0.01 -0.37 2.17  0.373
23 H -0.70 0.74 -2.74  0.226
24 O 2.19 -0.40 -1.45  -0.399
25 N 1.61 -1.59 -0.90  -0.533



Record 4
This record from the OMol25 dataset describes a molecular structure, C6H16N3O6PtS in a non-equilibrium geometry. The level of theory is ωB97M-V/def2-TZVPD.

Its energy above the lowest of the compared OMol25 structures with the same formula, charge and spin is 4.9 kcal per mole. As for the electronic energy: -1371.40325 hartree. The calculation puts the largest force on an atom at 4.80 eV/Å. As for the LUMO energy (spin up / spin down): 2.6502 / 2.3113 eV. Its multiplicity is 3. The total charge is -1.

Each line ends with the Mulliken spin population.
Atoms and positions in Å:
1 H 4.14 0.32 0.44  -0.001
2 H 2.33 0.21 1.84  0.002
3 C -0.97 -2.52 2.14  0.033
4 H -1.82 -3.05 -0.85  0.003
5 C 2.74 0.78 -0.97  0.001
6 O -0.90 -3.13 3.24  0.018
7 H 3.61 0.80 -1.66  -0.001
8 H 0.73 1.10 0.86  -0.003
9 H -0.45 1.94 -1.56  0.004
10 O -0.36 -1.44 1.83  0.057
11 N -0.10 1.08 0.29  0.054
12 O -2.92 1.10 0.19  0.006
13 H 0.39 3.01 -0.43  0.001
14 H 2.44 -0.29 -1.00  0.010
15 N -2.01 -2.39 -0.10  0.074
16 C 0.31 1.96 -0.82  0.016
17 O -1.81 0.17 -1.58  0.144
18 H 3.93 2.04 0.26  0.000
19 H -2.95 -3.21 1.53  -0.001
20 H -1.71 -4.20 1.01  -0.002
21 C 1.61 1.61 -1.63  0.000
22 H 2.02 2.62 -1.88  -0.002
23 N 2.48 1.12 1.50  0.002
24 C -1.92 -3.17 1.15  -0.004
25 H 2.73 1.82 2.20  0.000
26 S -3.29 0.41 -1.08  0.016
27 C 3.41 1.09 0.33  -0.002
28 H -3.20 -1.80 -0.41  0.002
29 Pt -0.89 -0.76 -0.14  1.563
30 O -4.12 1.09 -2.03  0.008
31 H -0.86 1.46 0.88  0.001
32 H 1.37 1.18 -2.63  0.002
33 O -3.97 -0.96 -0.93  -0.002



Record 5
This record from the OMol25 dataset describes 2 unconnected molecules or ions with the total composition C6H16N4 in a non-equilibrium geometry. The level of theory is ωB97M-V/def2-TZVPD.

Its energy above the lowest of the compared OMol25 structures with the same formula, charge and spin is 56.5 kcal per mole. As for the electronic energy: -456.55768 hartree. The calculation puts the largest force on an atom at 5.19 eV/Å. As for the LUMO energy: -8.4142 eV. The total charge is +2.

Each line ends with the natural charge from an NBO analysis.
Atoms and positions in Å:
1 N -0.49 -0.79 -0.65  -0.616
2 C -0.72 2.32 0.97  -0.466
3 H -2.63 -1.82 -1.74  0.281
4 H -1.44 -1.95 -3.01  0.298
5 C 0.38 -0.15 0.15  0.688
6 N -0.97 0.94 -2.09  -0.652
7 H -0.68 3.41 0.83  0.278
8 N 0.35 1.84 0.17  -0.537
9 H -0.65 -1.78 -0.46  0.456
10 N 1.18 -0.66 1.01  -0.302
11 H 2.79 0.67 1.32  0.249
12 H -0.66 2.12 2.04  0.216
13 H 0.90 -2.70 0.46  0.219
14 H 1.26 2.06 0.55  0.395
15 H -1.43 1.32 -2.91  0.458
16 H 2.50 -0.47 2.63  0.266
17 H 2.45 -2.30 1.22  0.268
18 H -2.70 -0.73 -3.13  0.285
19 C -2.03 -1.23 -2.43  -0.712
20 H -0.35 1.55 -1.53  0.468
21 H 0.99 -2.35 2.21  0.263
22 H 1.42 0.90 2.43  0.242
23 C 1.38 -2.08 1.22  -0.439
24 C -1.15 -0.29 -1.73  0.613
25 C 2.01 0.16 1.89  -0.434
26 H -1.68 1.98 0.58  0.217



Record 6
This record from the OMol25 dataset describes 2 unconnected molecules or ions with the total composition C6H16N4O3 in a non-equilibrium geometry. The level of theory is ωB97M-V/def2-TZVPD.

Its energy above the lowest of the compared OMol25 structures with the same formula, charge and spin is 0.0 kcal per mole. As for the electronic energy: -682.43220 hartree. The calculation puts the largest force on an atom at 2.90 eV/Å. As for the LUMO energy: -5.6967 eV. The total charge is +2.

Each line ends with the natural charge from an NBO analysis.
Atoms and positions in Å:
1 N -2.80 0.27 -0.43  -0.759
2 N 2.77 1.45 0.90  -0.709
3 H 0.61 -2.78 -1.44  0.515
4 C 3.15 -1.25 -0.22  -0.440
5 H -3.08 -0.56 0.77  0.445
6 H 2.81 -2.28 -0.16  0.258
7 O -0.08 2.00 1.07  -0.696
8 H 3.80 -1.13 -1.09  0.242
9 N 1.99 -0.39 -0.31  -0.345
10 C 0.81 -0.87 -1.03  0.287
11 H -2.39 1.75 -2.44  0.523
12 H 0.03 2.95 1.05  0.504
13 H 3.71 -1.04 0.69  0.228
14 C -1.74 0.62 -1.02  0.671
15 H 0.53 2.03 -0.92  0.230
16 H 3.69 1.07 1.07  0.437
17 H -3.29 -2.16 1.48  0.438
18 C -0.36 0.12 -0.42  -0.306
19 O -1.57 1.39 -2.06  -0.638
20 H -0.62 -0.39 0.52  0.233
21 C 1.86 0.79 0.22  0.545
22 O 0.50 -2.17 -0.70  -0.695
23 H -4.38 -0.97 1.89  0.441
24 H -3.66 0.65 -0.81  0.391
25 H -2.83 -0.92 2.49  0.435
26 C 0.47 1.37 -0.04  0.037
27 H 0.94 -0.71 -2.10  0.205
28 N -3.40 -1.17 1.68  -0.920
29 H 2.54 2.33 1.34  0.440



Record 7
This record from the OMol25 dataset describes 2 unconnected molecules or ions with the total composition C6H16NOP in a non-equilibrium geometry. The level of theory is ωB97M-V/def2-TZVPD.

Its energy above the lowest of the compared OMol25 structures with the same formula, charge and spin is 123.0 kcal per mole. As for the electronic energy: -709.37171 hartree. The calculation puts the largest force on an atom at 6.35 eV/Å. As for the LUMO energy (spin up / spin down): -0.0074 / -0.7661 eV.

Each line ends with the natural charge from an NBO analysis.
Atoms and positions in Å:
1 H -2.85 1.16 0.66  0.215
2 C 2.03 1.17 -0.40  -0.626
3 H 0.60 -1.65 1.74  -0.101
4 H -0.05 0.13 2.62  0.213
5 H -2.56 -0.64 0.15  0.208
6 H 0.64 -1.14 -2.46  0.227
7 H 2.71 1.84 -1.07  0.223
8 H -2.93 -3.52 0.58  -0.009
9 N 0.18 -0.26 0.04  -0.769
10 H -1.38 -0.69 2.25  0.197
11 H -2.17 0.51 -1.07  0.213
12 C -0.99 0.32 2.16  -0.621
13 C 1.29 -0.32 -2.23  -0.610
14 H 2.37 -0.70 -2.19  0.226
15 P 0.37 -1.90 0.38  1.490
16 O 1.39 -2.53 -0.47  -1.035
17 H 1.28 0.47 -2.99  0.203
18 C -2.24 0.38 0.04  -0.621
19 C -0.84 0.54 0.68  -0.019
20 H -1.43 0.98 2.73  0.217
21 H 2.57 0.53 0.31  0.226
22 H -0.59 1.72 0.55  0.194
23 H 1.66 1.91 0.28  0.205
24 H 0.07 1.18 -1.28  0.190
25 C 0.87 0.50 -1.01  -0.036



Record 8
This record from the OMol25 dataset describes 2 unconnected molecules or ions with the total composition C6H16NOPS2 in a non-equilibrium geometry. The level of theory is ωB97M-V/def2-TZVPD.

Its energy above the lowest of the compared OMol25 structures with the same formula, charge and spin is 35.3 kcal per mole. As for the electronic energy: -1505.83815 hartree. The calculation puts the largest force on an atom at 5.82 eV/Å. As for the LUMO energy (spin up / spin down): -2.5305 / -2.5309 eV.

Each line ends with the natural charge from an NBO analysis.
Atoms and positions in Å:
1 P 2.24 0.81 -0.15  1.550
2 S 3.18 0.62 -1.89  -0.438
3 S -0.93 -0.48 0.70  -0.265
4 O 3.17 0.41 1.15  -0.827
5 C -3.42 0.48 -0.25  -0.627
6 H -1.68 3.00 -0.76  0.191
7 H -2.86 2.83 1.10  0.202
8 C -1.49 1.85 -0.92  -0.617
9 C 3.88 -0.90 1.38  -0.042
10 H -0.42 1.74 -0.82  0.199
11 H 4.58 -0.57 2.18  0.207
12 H 3.32 -2.87 2.03  0.223
13 H -4.01 -0.13 0.52  0.207
14 H -4.05 1.15 -0.62  0.204
15 C -2.11 1.00 0.27  -0.103
16 H -1.88 1.60 -1.89  0.219
17 H 4.44 -1.32 0.53  0.200
18 H -3.28 -0.23 -1.11  0.219
19 H -1.20 2.35 1.44  0.197
20 H 2.25 -2.22 0.99  0.227
21 H 1.31 2.91 -0.35  0.421
22 H -2.59 1.44 2.35  0.221
23 C 2.86 -1.91 1.76  -0.643
24 H 1.41 2.47 1.29  0.431
25 C -2.17 1.98 1.41  -0.621
26 H 2.33 -1.43 2.54  0.225
27 N 1.77 2.34 0.33  -1.159